<w>
12
Properties=species:S:1:pos:R:3:mulliken_charge:R:1 method="wB97M-V/def2-TZVPD" charge=-1 homo_energy_ev=-4.35 gap_ev=8.51 mol_weight_g_mol=92.07
N -0.00857 -0.39279 0.18677 -0.272
C -0.48606 0.56690 0.91144 0.002
O -0.04086 -2.98997 -0.81199 -0.684
O -0.19170 1.84167 0.89107 -0.659
H -0.83660 -2.44839 0.93514 0.137
H -0.04667 2.24231 -0.33437 0.414
H 0.11197 -0.21272 -0.81929 0.212
H 0.78126 3.51315 -0.99319 0.215
H 0.96676 -2.23050 0.86674 0.181
H -1.20149 0.30731 1.61038 0.370
O 0.60363 2.60967 -1.26056 -0.826
C 0.03876 -2.25233 0.23508 -0.090


<x>
12
Properties=species:S:1:pos:R:3:mulliken_charge:R:1 method="wB97M-V/def2-TZVPD" charge=-1 homo_energy_ev=-4.68 gap_ev=8.92 mol_weight_g_mol=92.07
N -0.93210 0.76390 -1.11625 -0.655
O -1.26230 -0.42747 2.63210 -0.746
H 0.55080 -0.10412 -2.29786 0.282
H -0.63607 1.60777 -1.78900 0.249
C 0.27805 -0.16023 -1.18125 -0.356
H 0.03408 -1.32057 -1.29748 0.147
O 2.53115 0.17185 -0.25876 -0.732
H -0.53997 -0.22353 1.89419 0.512
H -0.71912 1.08301 -0.18778 0.313
O 0.74453 -0.05828 1.05229 -0.754
H -1.35193 -1.36270 2.67954 0.237
C 1.30287 0.03039 -0.12974 0.503


<y>
12
Properties=species:S:1:pos:R:3:mulliken_charge:R:1 method="wB97M-V/def2-TZVPD" charge=-1 homo_energy_ev=-4.02 gap_ev=8.20 mol_weight_g_mol=92.07
C 0.50341 -1.03211 -0.60325 0.506
H -1.46423 -0.46660 0.08733 0.162
H 1.32117 -0.00295 3.12737 0.335
H 1.05438 1.25654 2.56452 0.330
O 1.36404 0.92672 3.37791 -0.669
N -1.39905 0.36297 -1.91765 -0.566
O 0.23250 -2.20074 -0.95383 -0.708
C -0.74191 0.00024 -0.60395 -0.352
H -1.05263 1.24771 -2.23970 0.248
H -0.27450 0.84664 -0.15038 0.217
H -1.14432 -0.35512 -2.57509 0.246
O 1.60113 -0.58330 -0.11328 -0.749


Stability, lowest: <w>


<w>
14
Properties=species:S:1:pos:R:3:mulliken_charge:R:1 method="wB97M-V/def2-TZVPD" charge=+1 homo_energy_ev="-15.21 / -14.95" gap_ev="8.74 / 7.98" mol_weight_g_mol=90.11
H -1.97196 -0.24528 1.33593 0.323
H -2.95678 -1.12730 0.18388 0.347
N 2.90079 0.18975 -0.12531 -0.344
H 0.53277 -1.71918 0.31037 0.472
N -1.08956 -0.91662 -0.38306 -0.280
O 1.48898 -1.48508 0.29762 -0.463
H -1.10812 -0.78336 -1.39427 0.262
H 0.56220 1.44882 -0.52793 0.226
N 0.59601 0.54626 -0.08724 -0.404
H 3.13983 1.15471 -0.28415 0.217
H -2.60008 0.55577 -0.17492 0.323
H 3.63987 -0.45885 0.10567 0.251
C -2.16711 -0.35139 0.26576 -0.666
C 1.64403 -0.22441 0.00218 0.735


<x>
14
Properties=species:S:1:pos:R:3:mulliken_charge:R:1 method="wB97M-V/def2-TZVPD" charge=+1 homo_energy_ev=-11.14 gap_ev=6.15 mol_weight_g_mol=90.11
H -1.35354 -0.09912 -0.21550 0.313
H 8.81288 -1.16479 1.04129 0.228
N -1.77134 0.69537 -0.61568 -0.206
H -4.75776 1.22353 -0.80050 0.389
N 8.78803 -0.34488 0.35368 -0.660
C -4.33738 -1.53653 0.53522 -0.067
N -3.84897 1.80541 -0.92747 -0.299
H 8.64535 0.56445 0.71140 0.207
H -3.46578 -2.04288 0.36286 0.193
C -2.87160 1.11211 -0.57157 0.578
H -4.07692 2.74739 -1.02357 0.272
H 9.74083 -0.40583 -0.07138 0.225
H -4.96728 -2.10372 1.10586 0.300
O -4.53651 -0.45050 0.11536 -0.472


Stability, lowest: <x>


<w>
14
Properties=species:S:1:pos:R:3:mulliken_charge:R:1 method="wB97M-V/def2-TZVPD" charge=+1 homo_energy_ev=-15.32 gap_ev=11.97 mol_weight_g_mol=90.11
H -2.14108 -0.32220 1.61907 0.380
H 0.20389 0.02744 0.96564 0.438
N 3.84144 0.79744 -0.27320 -0.309
H -0.55944 0.68862 -1.76172 0.290
N -0.48356 -0.19090 0.20625 0.083
H -2.00176 1.20749 1.00173 0.346
O 2.14654 -0.39242 0.80733 -0.549
C 2.97364 0.16388 0.19640 0.551
H 4.29858 0.99705 -1.15844 0.315
C -1.88315 0.15088 0.72310 -0.808
H -2.65362 -0.06693 -0.15393 0.313
H -0.64121 -1.13263 -0.12866 0.341
H 0.86887 0.63876 -0.94176 0.124
N -0.08127 0.64742 -0.84316 -0.516


<x>
14
Properties=species:S:1:pos:R:3:mulliken_charge:R:1 method="wB97M-V/def2-TZVPD" charge=+1 homo_energy_ev=-14.44 gap_ev=9.79 mol_weight_g_mol=90.11
N 1.81108 1.80787 1.02450 -0.436
H -2.99764 -2.31724 -0.28923 0.255
O 0.44410 0.04596 1.59775 -0.540
N -1.05560 -1.55524 -0.34175 -0.099
H 1.47320 0.47259 -1.19921 0.299
C 0.94337 0.74812 0.70958 0.445
H -0.75605 -2.42752 0.06248 0.249
H 2.31424 1.68816 1.94216 0.295
H 0.13901 1.48992 -1.05171 0.303
H -2.68745 -0.55919 -0.98560 0.277
H -0.36622 -0.69027 -0.45676 0.444
H 2.46030 2.14466 0.29091 0.269
C -2.31974 -1.46648 -0.60267 -0.075
N 0.59741 0.61866 -0.70045 -0.686


Stability, lowest: <w>


<w>
12
Properties=species:S:1:pos:R:3:mulliken_charge:R:1 method="wB97M-V/def2-TZVPD" charge=0 homo_energy_ev=-9.71 gap_ev=10.31 mol_weight_g_mol=107.05
H -1.38208 -0.25266 -1.39863 0.358
C -0.12161 0.69236 -0.02034 0.685
O 0.47418 -1.50326 -0.76078 -0.431
O 0.14520 1.72876 0.48432 -0.597
H -1.72084 -0.66289 0.23613 0.263
H 1.87783 1.31170 0.94219 0.125
H -2.10052 1.08763 -0.52856 0.315
C -1.47952 0.20472 -0.46466 -1.098
H 0.71662 -2.11178 -0.06822 0.361
H 2.64700 1.25329 -0.84618 0.033
N 0.80192 -0.26884 -0.12911 0.111
P 2.48000 0.26055 0.14060 -0.125


<x>
12
Properties=species:S:1:pos:R:3:mulliken_charge:R:1 method="wB97M-V/def2-TZVPD" charge=0 homo_energy_ev=-7.70 gap_ev=8.34 mol_weight_g_mol=107.05
H -0.44107 2.01776 0.35355 0.253
O 1.75862 0.75029 0.07707 -0.289
C 0.43399 0.17916 0.12488 0.449
H 0.95293 -1.42876 1.03314 0.358
P 3.24490 0.11019 -0.04244 -0.053
H 3.67282 0.06905 -1.50902 0.048
C -0.72111 0.94404 0.06665 -0.224
N -2.03173 0.45779 0.07675 -0.469
H -2.68224 0.95706 -0.45349 0.222
H -2.14247 -0.54193 -0.02063 0.220
O 0.45419 -1.19570 0.17529 -0.552
H 2.72743 -1.21996 -0.24493 0.038


Stability, lowest: <w>


<w>
12
Properties=species:S:1:pos:R:3:mulliken_charge:R:1 method="wB97M-V/def2-TZVPD" charge=0 homo_energy_ev=-8.70 gap_ev=9.59 mol_weight_g_mol=107.05
O 1.41128 1.12302 -0.38228 -0.374
H 1.90748 1.08336 0.48376 0.344
H -1.00742 -1.05762 -1.32279 0.357
C -1.07095 1.07680 0.27557 -0.739
H -0.33575 -2.10624 -0.26217 0.257
H -1.26186 1.76404 1.05701 0.257
H -1.14111 -0.60949 1.57750 0.312
H -0.87994 1.63981 -0.61700 0.290
O 2.42801 -1.14090 -0.09072 -0.540
P 1.51800 -0.36435 -0.98111 0.395
N -0.62355 -1.18762 -0.33355 -0.580
C -0.94420 -0.22082 0.59577 0.021


<x>
12
Properties=species:S:1:pos:R:3:mulliken_charge:R:1 method="wB97M-V/def2-TZVPD" charge=0 homo_energy_ev=-9.73 gap_ev=10.48 mol_weight_g_mol=107.05
C -1.66797 0.99340 -0.07754 -0.857
H -1.50512 1.93117 0.35751 0.378
P -0.50705 -0.29101 0.36444 0.562
H 2.83703 -1.16147 -0.70801 0.223
H -0.50064 -0.07116 1.68275 0.044
C 1.26253 0.14661 -0.04630 0.472
O 1.79987 1.19979 0.23802 -0.560
O -0.79266 -1.63327 -0.08234 -0.675
H 1.44290 -1.91615 -0.24225 0.231
H -1.52571 1.22904 -1.21633 0.263
H -2.71129 0.57004 0.13340 0.281
N 1.86812 -0.99699 -0.40334 -0.362


Stability, lowest: <w>


<w>
12
Properties=species:S:1:pos:R:3:mulliken_charge:R:1 method="wB97M-V/def2-TZVPD" charge=0 homo_energy_ev=-8.93 gap_ev=9.78 mol_weight_g_mol=107.05
H 1.58933 -1.02944 -1.04029 0.208
P -2.06325 0.00359 -0.43807 0.382
O -1.34012 -1.41859 -0.05022 -0.407
C 1.64332 -0.61730 -0.04605 -0.684
N -0.01556 1.04733 -0.54210 -0.482
H 2.29277 -1.10836 0.65391 0.263
H -0.18732 2.02381 -0.33563 0.301
H 0.18361 0.89249 -1.52421 0.328
H -1.35643 -1.59744 0.89653 0.324
O -2.60526 0.53677 0.81155 -0.510
H 0.93976 0.83488 1.30877 0.298
C 0.91916 0.43226 0.30582 -0.021


<x>
12
Properties=species:S:1:pos:R:3:mulliken_charge:R:1 method="wB97M-V/def2-TZVPD" charge=0 homo_energy_ev=-9.45 gap_ev=9.76 mol_weight_g_mol=107.05
N 1.21498 -1.72011 -0.58931 -0.529
O -1.42823 -1.57540 -0.73861 -0.624
C -0.72697 1.59232 0.44555 -1.054
C 0.19755 0.83865 -0.38700 0.526
O 0.97495 1.27699 -1.16926 -0.471
H 1.26102 -2.76282 -0.52404 0.271
H -0.73413 1.15374 1.42244 0.413
H 1.97129 -1.28825 -0.10506 0.252
H -1.71814 1.64472 -0.10272 0.267
H -0.40566 -0.78824 1.36225 0.051
H -0.37206 2.61972 0.48984 0.319
P -0.23460 -0.99133 -0.10409 0.580


Stability, lowest: <x>